Record 1
88
Properties=species:S:1:pos:R:3 method="wB97M-V/def2-TZVPD" homo_energy_ha=-0.3037 smiles="COCCNCCOC.COCCNCCOC.COCCNCCOC.NC(N)=O.NC(N)=O" total_energy_ev=-48405.4811 molar_mass_da=519.68 total_charge=0 homo_lumo_gap_ev=8.769 e_above_lowest_kj_mol=297.5
C 2.8321 3.4858 3.7953
O 1.5891 3.0590 4.2091
C 1.1925 1.7189 3.9640
C -0.3065 1.4737 4.0037
N -1.1527 2.3017 3.1292
C -2.5628 2.3066 3.6607
C -3.0369 3.7771 3.4584
O -2.0191 4.7035 3.9781
C -2.5362 6.0123 4.3111
H 3.4776 2.7922 4.3342
H 3.0929 4.5112 4.0574
H 3.0210 3.3630 2.7289
H 1.5651 0.9697 4.6625
H 1.5087 1.3742 2.9795
H -0.6380 1.7613 5.0015
H -0.4473 0.3961 3.9203
H -0.8500 3.2426 3.3370
H -2.7412 2.0169 4.6962
H -3.1555 1.6864 2.9882
H -3.9395 4.0375 4.0113
H -3.1184 3.9363 2.3832
H -2.9842 6.3809 3.3883
H -1.7439 6.6948 4.6186
H -3.2950 5.9371 5.0900
C 3.1849 -4.6793 -4.5999
O 2.6306 -4.6668 -3.3113
C 3.0311 -3.5114 -2.4515
C 2.0042 -2.4254 -2.1761
N 2.5819 -1.3412 -1.3287
C 3.6060 -0.5836 -1.9990
C 3.8996 0.8155 -1.3036
O 2.8373 1.6368 -1.6933
C 2.9010 2.9788 -1.1841
H 2.8486 -3.8392 -5.2076
H 2.7713 -5.5075 -5.1753
H 4.2677 -4.7886 -4.6601
H 4.0466 -3.2926 -2.7815
H 3.3094 -4.0293 -1.5337
H 1.1682 -2.8932 -1.6561
H 1.4610 -2.0924 -3.0605
H 1.7839 -0.8136 -1.0049
H 3.3428 -0.4172 -3.0436
H 4.5372 -1.1460 -1.9321
H 4.8349 1.3526 -1.4614
H 3.9178 0.5296 -0.2519
H 3.6764 3.6354 -1.5786
H 3.0542 2.9547 -0.1052
H 1.8971 3.3223 -1.4339
C -2.6500 -1.9985 -4.8604
O -2.7708 -1.7981 -3.4736
C -2.1233 -2.8194 -2.7210
C -2.1290 -2.5000 -1.2538
N -3.4554 -2.6033 -0.5599
C -3.4807 -2.0741 0.8286
C -2.7768 -3.0348 1.8316
O -1.4156 -2.4917 1.9902
C -0.7125 -3.0889 3.0559
H -1.6609 -1.9716 -5.3176
H -3.3024 -1.2877 -5.3677
H -3.0224 -2.9827 -5.1447
H -1.0544 -2.7585 -2.9259
H -2.5290 -3.8077 -2.9372
H -1.7639 -1.4762 -1.1716
H -1.3964 -3.0422 -0.6559
H -4.2655 -2.3316 -1.0984
H -4.5183 -1.9231 1.1265
H -3.0662 -1.0690 0.9072
H -2.7466 -4.1112 1.6626
H -3.1657 -2.7984 2.8221
H 0.3475 -2.8819 2.9088
H -0.8373 -4.1603 3.2128
H -0.9456 -2.6661 4.0332
N -0.0298 1.9530 0.4454
C -0.0003 0.6450 0.3612
N -0.6611 0.0668 1.2860
O 0.2907 0.1000 -0.6924
H 0.3035 2.5031 -0.3332
H -0.1979 2.3564 1.3560
H -0.7287 -0.9393 1.2283
H -1.1073 0.6897 1.9439
N -0.4553 -0.2618 -3.3631
C -0.3186 0.8155 -4.1538
N 0.8328 1.3038 -3.9519
O -1.0653 1.2372 -5.0598
H -0.0046 -0.2125 -2.4605
H -1.2876 -0.8076 -3.5348
H 1.0807 2.0975 -4.5252
H 1.4443 0.9930 -3.2106

=====

Record 2
100
Properties=species:S:1:pos:R:3 method="wB97M-V/def2-TZVPD" homo_energy_ha=-0.4140 total_energy_ev=-166960.8507 molar_mass_da=976.69 total_charge=+1 homo_lumo_gap_ev=6.768
C 0.6052 -1.5747 0.3203
C 0.2066 -0.2099 -0.3976
C 0.8754 1.1314 0.0233
C 0.5224 2.4683 -0.6850
C -0.5316 2.5023 -1.8198
C -1.0269 3.7989 -2.6087
S -2.5226 4.5703 -1.7401
Br -2.1642 4.4952 0.4938
C -4.0525 3.5951 -2.1375
C -4.3060 2.3174 -1.2081
C -5.0041 1.1924 -2.1643
O -5.2372 2.5978 -0.1095
C -1.1971 1.1449 -2.2263
C -0.8554 -0.2049 -1.5535
H 0.2634 -2.4450 -0.3428
H 1.7575 -1.6369 0.3797
H 0.2241 -1.6809 1.3891
H 1.6665 1.1120 0.8391
H 1.0102 3.4717 -0.4156
H -1.2675 3.4735 -3.6758
H -0.1728 4.5757 -2.5741
H -4.0050 3.2941 -3.2525
H -4.9500 4.3212 -2.0708
H -3.3570 1.9104 -0.6983
H -4.2247 0.5243 -2.6741
H -5.8288 0.6142 -1.6339
H -5.5280 1.8028 -2.9969
H -5.1736 1.8245 0.5050
H -1.9782 1.1235 -3.0665
H -1.3670 -1.1496 -1.9370
C -2.4488 2.7029 4.1400
C -3.2349 3.7035 3.7460
C -4.3022 4.2503 4.6291
O -4.9871 5.1788 4.2374
C -4.4863 3.6351 5.9466
C -3.7019 2.6292 6.3434
C -2.6164 2.1011 5.4696
O -1.9078 1.1963 5.8681
O -3.8627 2.0474 7.5612
O -3.0946 4.2759 2.5067
H -1.6685 2.2990 3.5076
H -5.2763 4.0298 6.5711
H -3.1780 1.3517 7.6104
H -3.7792 4.9773 2.4639
C -2.4986 -5.1353 0.2261
C -2.6219 -6.3310 0.8074
C -1.9132 -7.5308 0.2751
O -2.0342 -8.6017 0.8425
C -1.0929 -7.3664 -0.9293
C -0.9729 -6.1711 -1.5120
C -1.6595 -4.9674 -0.9638
O -1.5112 -3.8881 -1.5137
O -0.2174 -6.0016 -2.6307
O -3.3986 -6.5033 1.9102
H -3.0054 -4.2570 0.6032
H -0.5982 -8.2474 -1.3156
H -0.2909 -5.0492 -2.8534
H -3.3206 -7.4510 2.1375
C 1.2132 8.9616 0.1556
C 0.8230 7.6907 0.2705
C 1.7447 6.5662 -0.0420
O 1.3562 5.4174 0.0940
C 3.0942 6.8892 -0.5096
C 3.4861 8.1605 -0.6288
C 2.5724 9.2884 -0.2897
O 2.9675 10.4344 -0.3922
O 4.7329 8.4758 -1.0633
O -0.4399 7.3737 0.6815
H 0.5537 9.7889 0.3819
H 3.7470 6.0606 -0.7497
H 4.7704 9.4530 -1.0606
H -0.4913 6.3913 0.6887
C 5.3418 -5.1622 3.3694
C 4.9347 -4.6743 2.1956
C 3.7671 -3.7520 2.1002
O 3.4346 -3.3103 1.0121
C 3.0549 -3.4141 3.3362
C 3.4597 -3.9047 4.5099
C 4.6440 -4.8051 4.6087
O 4.9954 -5.2190 5.6988
O 2.8076 -3.6021 5.6642
O 5.5706 -4.9987 1.0365
H 6.1886 -5.8304 3.4525
H 2.1988 -2.7583 3.2511
H 3.2926 -4.0759 6.3685
H 5.0896 -4.5203 0.3336
C 3.5267 -2.9049 -5.8600
C 2.5689 -2.7212 -4.9492
C 2.0123 -3.8613 -4.1664
O 1.1492 -3.6517 -3.3275
C 2.5285 -5.2042 -4.4440
C 3.4846 -5.3892 -5.3578
C 4.0609 -4.2457 -6.1215
O 4.9446 -4.4491 -6.9343
O 3.9715 -6.6291 -5.6280
O 2.0608 -1.4825 -4.6966
H 3.9406 -2.0861 -6.4332
H 2.1031 -6.0246 -3.8812
H 4.6500 -6.4971 -6.3194
H 1.3874 -1.6145 -4.0009

=====

Record 3
16
Properties=species:S:1:pos:R:3 method="wB97M-V/def2-TZVPD" homo_energy_ha="-0.5440 / -0.4538" total_energy_ev=-19664.3153 molar_mass_da=123.18 total_charge=+1 homo_lumo_gap_ev="7.800 / 2.967" e_above_lowest_kj_mol=465.8 multiplicity=2
O 2.1772 -0.4439 1.1459
C 1.3908 0.4773 1.3429
C 1.5706 1.8629 1.1798
C 0.1789 -0.8222 -1.6888
S -1.4911 -1.0899 -2.1640
N 0.5476 2.7303 1.6171
H 0.3545 0.3111 1.6903
H 2.3584 2.4477 0.7096
H 0.6277 -1.8115 -1.5075
H 0.7767 -0.2672 -2.4182
H 0.2623 -0.2593 -0.7500
H 0.6884 3.2031 2.5027
H 0.2835 3.4014 0.9153
H -3.0392 -1.3489 0.7321
H -1.7968 -1.2309 -0.0844
O -2.0723 -1.3900 0.8177

=====

Record 4
83
Properties=species:S:1:pos:R:3 method="wB97M-V/def2-TZVPD" homo_energy_ha="-0.2471 / -0.2462" total_energy_ev=-185798.5763 molar_mass_da=1019.19 total_charge=0 homo_lumo_gap_ev="5.699 / 5.794" e_above_lowest_kj_mol=0.0
Os -0.5655 0.2015 0.1472
C -3.4045 -2.0161 4.5931
C -3.0141 -0.6841 4.6316
C -2.0354 -0.2151 3.7655
C -1.4467 -1.0785 2.8480
C -1.8520 -2.4066 2.7978
C -2.8185 -2.8769 3.6754
N -0.4047 -0.6377 1.9867
C 0.8780 -0.6545 2.4601
C 1.2984 -1.2485 3.6661
C 2.6349 -1.2481 4.0021
C 3.5915 -0.6411 3.1761
C 3.2006 -0.0192 2.0128
C 1.8533 -0.0241 1.6508
N 1.3046 0.6015 0.5389
N 2.0845 1.2516 -0.3084
C 1.3702 1.7271 -1.3399
C 1.9956 2.4734 -2.3591
C 1.2453 2.9637 -3.3903
C -0.1408 2.7380 -3.4111
C -0.6954 1.9855 -2.4125
N 0.0285 1.4526 -1.4116
H -4.1592 -2.3848 5.2759
H -3.4628 -0.0064 5.3474
H -1.7095 0.8156 3.7967
H -1.3809 -3.0710 2.0847
H -3.1085 -3.9203 3.6504
H 0.5654 -1.7072 4.3167
H 2.9463 -1.7228 4.9244
H 4.6362 -0.6582 3.4565
H 3.9092 0.4894 1.3729
H 3.0629 2.6237 -2.2877
H 1.7197 3.5161 -4.1914
H -0.7633 3.1311 -4.2012
H -1.7552 1.7786 -2.3865
Te -1.1870 2.7155 1.3991
C -3.1267 2.9521 0.6557
C -4.2964 2.8853 1.3594
C -5.4482 3.1491 0.5686
C -5.1362 3.4194 -0.7271
S -3.4449 3.3576 -0.9883
H -4.3231 2.6520 2.4154
H -6.4575 3.1300 0.9548
H -5.8007 3.6584 -1.5426
C -1.1301 -5.0511 0.1100
Ge 0.6115 -5.3779 0.9566
C 0.4818 -5.3262 2.9131
C 1.3116 -7.1055 0.3396
C 1.9310 -3.9997 0.4115
Se 1.3056 -2.4281 -0.5616
C 0.5405 -3.2905 -2.1368
H -1.9298 -5.5159 0.6894
H -1.1440 -5.4737 -0.8950
H -1.3340 -3.9815 0.0350
H -0.3491 -5.9429 3.2594
H 0.3256 -4.3047 3.2623
H 1.4019 -5.7046 3.3604
H 0.6712 -7.9213 0.6777
H 2.3192 -7.2744 0.7210
H 1.3486 -7.1253 -0.7505
H 2.7314 -4.4417 -0.1829
H 2.3897 -3.5811 1.3106
H 1.0354 -4.2456 -2.3020
H 0.7299 -2.6316 -2.9787
H -0.5298 -3.4295 -2.0144
C -4.4057 -0.9836 0.7235
C -4.2597 -1.2706 -0.7428
C -5.2769 -1.8563 -1.4697
C -5.1298 -2.1329 -2.8234
C -3.9386 -1.8157 -3.4524
C -2.8794 -1.2460 -2.7594
C -1.5890 -0.9801 -3.4837
C -3.0278 -0.9656 -1.3832
N -2.0398 -0.4166 -0.6344
H -5.4311 -1.1554 1.0504
H -4.1304 0.0501 0.9481
H -3.7462 -1.6270 1.3058
H -6.2014 -2.1133 -0.9655
H -5.9268 -2.6160 -3.3735
H -3.8151 -2.0234 -4.5092
H -1.3607 -1.8104 -4.1521
H -0.7647 -0.8462 -2.7862
H -1.6584 -0.0795 -4.0993

=====

Record 5
79
Properties=species:S:1:pos:R:3 method="wB97M-V/def2-TZVPD" homo_energy_ha=-0.2124 total_energy_ev=-104529.0804 molar_mass_da=852.93 total_charge=-1 homo_lumo_gap_ev=7.982 e_above_lowest_kj_mol=65.6
Sr 0.0731 0.3886 0.3318
O -2.3452 -1.3818 3.0036
Cl -2.5212 -0.8614 1.6836
O -3.8490 -1.0824 1.2096
O -2.1811 0.5475 1.6410
O -1.5521 -1.4960 0.7874
O 1.3641 2.7480 3.7393
Cl 1.5733 1.9135 2.6051
O 2.9565 1.6422 2.3884
O 0.9970 2.5235 1.4036
O 0.8434 0.6540 2.7552
N 5.6536 -2.4551 0.1437
C 5.2628 -3.0778 1.2732
O 5.9594 -3.8788 1.8813
C 3.8746 -2.7590 1.7442
C 3.6220 -2.7299 3.1102
C 2.3415 -2.4502 3.5481
C 1.3509 -2.2402 2.6002
N 1.5743 -2.2938 1.2851
C 2.8247 -2.5276 0.8720
H 6.5683 -2.6790 -0.2070
H 5.1173 -1.7212 -0.3068
H 4.4349 -2.9267 3.7979
H 2.1020 -2.3800 4.6002
H 0.3356 -2.0054 2.9070
H 2.9821 -2.5390 -0.2014
C 0.1235 -0.0798 -3.7967
N -0.2687 1.3169 -3.9152
C -0.4884 1.8057 -5.2624
C -1.2300 3.1243 -5.2258
C -0.4702 4.0814 -4.3351
N -0.2819 3.4890 -3.0267
C 0.0418 4.3996 -1.9457
C -0.1186 2.1443 -2.8445
O 0.1416 1.6923 -1.7283
H -0.5792 -0.6996 -4.3569
H 0.0971 -0.3891 -2.7609
H 1.1369 -0.2418 -4.1714
H -1.0702 1.0529 -5.7981
H 0.4668 1.9140 -5.7935
H -2.2316 2.9682 -4.8161
H -1.3295 3.5334 -6.2321
H -1.0222 5.0145 -4.2058
H 0.4989 4.3360 -4.7853
H -0.8082 5.0543 -1.7362
H 0.9015 5.0200 -2.2156
H 0.2943 3.8387 -1.0533
F 4.5078 0.0082 -1.0527
B 3.2879 -0.0751 -1.7540
F 2.2356 -0.2091 -0.7642
F 3.0596 1.0645 -2.5146
F 3.2623 -1.2330 -2.5395
N -4.3102 -0.2601 -2.4984
C -3.0815 -0.5882 -1.9924
N -2.4764 0.4233 -1.4451
C -3.3501 1.4916 -1.5730
C -3.2048 2.8158 -1.1636
C -4.2366 3.6932 -1.4398
C -5.3955 3.2701 -2.1097
C -5.5562 1.9587 -2.5205
C -4.5135 1.0812 -2.2393
H -4.9510 -0.9044 -2.9233
H -2.6900 -1.5976 -2.0494
H -2.3129 3.1333 -0.6372
H -4.1574 4.7269 -1.1261
H -6.1840 3.9868 -2.3027
H -6.4549 1.6365 -3.0326
S -1.3217 -3.8513 -2.3453
C -1.7164 -4.3326 -0.7895
N -0.8006 -4.1899 0.2160
C -1.0058 -4.5336 1.5060
C -2.1807 -5.0865 1.8981
C -3.1775 -5.2573 0.9174
C -2.9562 -4.8998 -0.3806
H 0.0446 -3.6714 -0.0057
H -0.1835 -4.3227 2.1734
H -2.3414 -5.3479 2.9325
H -4.1392 -5.6697 1.1995
H -3.7141 -5.0218 -1.1398

=====

Record 6
40
Properties=species:S:1:pos:R:3 method="wB97M-V/def2-TZVPD" homo_energy_ha=-0.3077 smiles="CCC(=O)N(C)c1ccc(Cl)c(-c2nc3cc(C)ccc3o2)c1" total_energy_ev=-38539.6665 molar_mass_da=328.80 total_charge=0 homo_lumo_gap_ev=8.465 e_above_lowest_kj_mol=154.4
C 4.3415 3.7916 -1.4221
C 2.9103 3.5621 -1.8725
C 2.2137 2.5515 -0.9483
O 2.3868 1.3592 -1.2372
N 1.5853 2.9280 0.2536
C 1.4731 4.3399 0.6083
C 1.0498 1.9841 1.1440
C 1.3802 2.0299 2.5244
C 0.9070 1.0311 3.3590
C 0.0906 -0.0383 2.9056
Cl -0.5847 -1.1579 4.1047
C -0.2121 -0.1344 1.5421
C -1.0164 -1.2149 0.9452
N -0.9203 -1.5829 -0.3253
C -1.8056 -2.6416 -0.4695
C -2.1577 -3.3856 -1.5794
C -3.0980 -4.4188 -1.4586
C -3.4208 -5.3392 -2.6200
C -3.6976 -4.6438 -0.2232
C -3.3784 -3.8846 0.9154
C -2.4672 -2.8606 0.7420
O -1.9617 -1.9657 1.6140
C 0.2259 0.9248 0.7152
H 4.3473 4.1040 -0.3676
H 4.7639 4.5929 -1.9981
H 5.0041 2.9091 -1.5554
H 2.8907 3.1355 -2.8757
H 2.3942 4.5187 -1.9445
H 0.7320 4.5153 1.3805
H 1.1181 4.9224 -0.2720
H 2.4376 4.7501 0.9279
H 1.9875 2.8266 2.9262
H 1.0955 1.0511 4.4373
H -1.7433 -3.1445 -2.5234
H -3.0591 -4.9402 -3.5634
H -2.9766 -6.3187 -2.4559
H -4.4989 -5.5200 -2.7197
H -4.3941 -5.4864 -0.1117
H -3.8627 -4.0860 1.8310
H -0.0798 0.9364 -0.3328

=====

Record 7
10
Properties=species:S:1:pos:R:3 method="wB97M-V/def2-TZVPD" homo_energy_ha=-0.4040 smiles=ClCCl.ClCCl total_energy_ev=-52228.5098 molar_mass_da=169.87 total_charge=0 homo_lumo_gap_ev=11.818 e_above_lowest_kj_mol=7.1
Cl -6.5977 -1.5872 -26.0993
C -5.5773 -2.9307 -25.5718
Cl -4.2569 -2.3911 -24.5144
H -6.1893 -3.6238 -25.0097
H -5.1334 -3.3892 -26.4455
Cl -4.5367 -6.1885 -26.8511
C -4.2427 -7.8523 -27.3840
Cl -5.7311 -8.6796 -27.8241
H -3.5924 -7.8070 -28.2485
H -3.7794 -8.3892 -26.5660

=====

Record 8
60
Properties=species:S:1:pos:R:3 method="wB97M-V/def2-TZVPD" homo_energy_ha="-0.3847 / -0.3839" total_energy_ev=-187990.4162 molar_mass_da=601.01 total_charge=+1 homo_lumo_gap_ev="6.863 / 7.255" multiplicity=4
Mn 0.5925 0.2064 -0.4122
O -3.7595 -0.0871 -0.9103
C -3.9990 -0.4872 0.3619
C -5.3332 -0.7042 0.6999
C -5.6695 -1.1184 1.9710
C -4.6855 -1.3259 2.9388
C -3.3667 -1.1143 2.6067
C -2.9997 -0.6953 1.3196
C -1.5756 -0.5205 1.0091
O -1.2459 0.0679 -0.1523
N -0.6377 -0.9215 1.7992
N 0.5661 -0.4460 1.3445
C 1.6257 -1.4806 1.0827
C 2.8623 -0.6535 0.8921
C 4.1204 -0.8668 1.4053
C 5.1339 0.0098 1.0384
C 4.8590 1.0603 0.1771
C 3.5708 1.2070 -0.3048
N 2.6023 0.3651 0.0493
H -2.8047 0.0617 -1.0162
H -6.0854 -0.5409 -0.0601
H -6.7110 -1.2822 2.2165
H -4.9539 -1.6476 3.9352
H -2.5825 -1.2714 3.3356
H 1.6775 -2.2619 1.8381
H 4.3007 -1.6949 2.0763
H 6.1358 -0.1294 1.4229
H 5.6291 1.7540 -0.1279
H 3.2965 1.9913 -0.9979
C 2.2478 4.4730 -3.1206
N 1.4076 4.5353 -1.9235
C 1.2713 5.6471 -1.1126
C 0.4097 5.3123 -0.1338
N 0.0237 4.0039 -0.3610
C -0.9459 3.2738 0.4567
C 0.6489 3.5310 -1.4504
Se 0.4997 1.8527 -2.2774
H 2.3996 5.4872 -3.4782
H 1.7469 3.8890 -3.8859
H 3.2081 4.0177 -2.8873
H 1.7852 6.5694 -1.3155
H 0.0216 5.8848 0.6892
H -1.5374 4.0024 1.0038
H -0.4363 2.6177 1.1613
H -1.5892 2.6846 -0.1891
C -1.1336 -3.9311 0.9390
Ge -0.0647 -3.3835 -0.5744
C 1.2414 -4.7922 -0.9124
C -1.1524 -3.0538 -2.1439
C 1.1179 -1.8228 -0.3248
H -1.5327 -4.9164 0.6894
H -1.9609 -3.2583 1.1487
H -0.5235 -4.0256 1.8375
H 0.7428 -5.7626 -0.8966
H 2.0126 -4.7959 -0.1401
H 1.7235 -4.6685 -1.8830
H -1.5801 -3.9891 -2.5065
H -0.5445 -2.6244 -2.9423
H -1.9702 -2.3678 -1.9176
H 1.9005 -1.8636 -1.0872

=====

Record 9
19
Properties=species:S:1:pos:R:3 method="wB97M-V/def2-TZVPD" homo_energy_ha="-0.5666 / -0.5615" total_energy_ev=-5400.7423 molar_mass_da=74.17 total_charge=+1 homo_lumo_gap_ev="12.287 / 4.665" e_above_lowest_kj_mol=35.0 multiplicity=2
C -1.4158 -1.2279 -0.1161
C 0.0049 -1.6552 -0.0544
C -2.0682 -0.7513 -1.3448
H -1.6905 -0.6393 0.7472
H -1.8105 -2.3028 0.0796
H 0.3312 -1.9161 0.9587
H 0.3948 -2.4758 -0.6730
H -3.0752 -0.4153 -1.1446
H -2.1314 -1.4054 -2.2249
H 0.6746 -0.7834 -0.3129
H -1.5140 0.1044 -1.8057
C 1.1839 1.7991 0.0895
C 1.9017 1.6054 1.4302
H 0.1140 1.6642 0.1498
H 1.3490 2.7416 -0.4099
H 1.4666 0.9909 -0.6076
H 1.2420 1.0732 2.1167
H 2.2282 2.5549 1.8510
H 2.8147 1.0389 1.2713